[1]
Molecular formula: C4H11N3O2
Method: DFT, ωB97M-V/def2-TZVPD

Geometry as XYZ:
```
20
Properties=species:S:1:pos:R:3:forces:R:3
C -1.72256 -1.84212 0.25857 -0.35 1.13 0.30
C -0.49299 -0.50991 1.86632 1.22 2.89 3.10
N -0.63692 -0.97179 0.70169 -1.41 -2.23 -3.70
N -1.35187 -0.55401 2.95520 8.17 -2.83 -0.59
N 0.79432 0.11693 1.90008 -2.03 -1.88 0.21
H 0.15219 -0.63196 -1.32962 0.78 -0.39 0.04
H -2.34753 -2.22239 1.08778 0.44 0.02 -0.27
H -1.23466 -2.67845 -0.32508 -0.97 1.15 0.18
H -2.19171 -0.21328 3.09027 -5.21 1.99 0.18
H -0.79409 -0.83778 3.77111 -1.00 0.64 -0.05
H 1.33898 -0.20633 1.10869 0.18 0.29 -0.28
H 1.34823 0.36507 2.70204 -0.27 0.29 0.66
H -2.41889 -1.10124 -0.32300 1.29 -1.57 0.27
C 0.68650 2.40771 -2.13658 2.44 2.43 -1.21
C 1.02935 0.96605 -2.02818 -0.95 -5.43 1.05
O -0.06589 0.05765 -1.94643 -2.19 3.09 -1.07
O 2.00768 0.28080 -1.78459 1.49 3.23 -0.30
H 0.28048 2.92045 -3.05299 -0.24 -1.72 0.43
H 1.73360 3.00433 -2.21331 -2.32 -1.30 1.33
H -0.04139 2.62572 -1.32741 0.94 0.21 -0.26
```
Positions in Å, forces in eV/Å.

The expectation value of S² is 0.769. The max |F| comes out at 8.7 eV/Å. The net charge is +1. The gap between HOMO and LUMO (alpha / beta) is 9.582 / 4.916 eV. The value obtained for the molecular weight is 133.2 g/mol. For the energy above the lowest of the compared OMol25 structures with the same formula, charge and spin, the calculation gives 3.7292 eV. Its multiplicity is 2.

---

[2]
Molecular formula: C6H16NO2PS2
Method: DFT, ωB97M-V/def2-TZVPD

Geometry as XYZ:
```
28
Properties=species:S:1:pos:R:3:forces:R:3
C 2.77119 -0.16136 0.89562 -0.30 0.03 -0.19
C 1.72932 0.55088 -1.28413 -0.21 0.11 0.10
C 1.80464 2.12800 0.67778 -0.36 -0.11 -0.06
C -4.24740 -0.59253 -0.39167 -0.20 -0.29 0.07
C -0.45606 -2.22682 -0.53381 0.31 -0.17 0.16
C 1.63648 0.66550 0.23396 1.11 0.33 -0.25
N 0.41838 0.10181 0.69917 -1.10 0.52 -0.03
O -3.17177 0.30064 -0.54322 0.98 0.68 -0.14
O -1.33362 -1.16058 -0.81408 -0.15 0.66 -0.23
P -1.61400 0.18033 0.03720 -1.72 -1.10 1.01
S -2.03602 -0.08277 2.03301 0.56 0.40 -0.86
S -1.40512 2.07106 -0.76078 0.52 -0.34 0.15
H 2.67537 -1.21455 0.63809 0.03 -0.07 -0.03
H 3.73033 0.20177 0.53603 0.12 0.03 0.00
H 2.73635 -0.06499 1.97820 0.02 0.03 0.12
H 0.92122 1.12478 -1.74182 0.13 -0.06 -0.09
H 1.63210 -0.48884 -1.59132 0.03 -0.07 -0.07
H 2.68226 0.93845 -1.63691 0.07 0.01 -0.04
H 1.00627 2.71864 0.22771 0.10 0.18 0.03
H 1.73190 2.21953 1.76215 0.00 -0.01 0.02
H 2.76907 2.51092 0.35625 0.10 0.05 -0.07
H -3.98578 -1.44231 0.24230 -0.04 0.01 -0.03
H -4.55026 -0.95323 -1.37818 0.03 -0.03 0.10
H -5.07882 -0.04550 0.06375 0.09 -0.15 -0.02
H -0.08165 -2.59869 -1.49084 -0.03 0.01 0.14
H -1.00053 -3.01733 -0.01063 0.05 0.07 -0.04
H 0.37217 -1.87628 0.09025 -0.09 -0.29 -0.13
H 0.34399 0.21349 1.70592 -0.05 -0.42 0.37
```
Positions in Å, forces in eV/Å.

The expectation value of S² is 2.020. The max |F| comes out at 2.3 eV/Å. The gap between HOMO and LUMO (alpha / beta) is 9.421 / 5.278 eV. The value obtained for the molecular weight is 229.3 g/mol. Its multiplicity is 3.

---

[3]
Molecular formula: C22H38Cl6N4O12
Method: DFT, ωB97M-V/def2-TZVPD

Geometry as XYZ:
```
82
Properties=species:S:1:pos:R:3:forces:R:3
C 9.15648 1.02604 18.37816 0.88 0.11 1.17
O 8.12889 0.36035 19.11349 0.33 -0.78 -1.67
C 7.28632 1.08827 19.76359 -2.29 0.93 2.06
O 7.48328 2.15331 20.34739 -0.63 -1.74 -1.42
O 6.13528 0.31627 19.78223 0.73 0.61 0.09
C 4.87130 0.80000 20.22756 -0.17 0.91 0.21
H 9.86623 1.27853 19.16596 0.60 0.36 -0.65
H 8.82093 1.93637 17.88138 -0.19 -0.17 0.10
H 9.55600 0.29951 17.67062 -0.07 0.14 0.16
H 4.34973 0.05035 20.82260 0.41 -0.17 -0.01
H 4.23951 1.03073 19.36983 0.16 -0.08 -0.20
H 4.95260 1.71442 20.81521 0.21 -0.09 0.07
C 3.43358 4.99339 17.02375 -0.81 1.91 1.07
O 4.39331 4.76658 16.01853 1.65 -1.62 0.14
C 5.48651 4.06395 16.41092 0.20 -1.23 1.81
O 5.69998 3.62236 17.55682 -0.54 1.21 -2.71
O 6.27353 3.85437 15.34582 -0.92 0.46 -0.52
C 7.48267 3.12027 15.48840 0.19 -0.22 1.70
H 2.50372 5.26564 16.52442 0.11 -0.36 -0.04
H 3.73731 5.88269 17.57603 0.04 0.23 -0.03
H 3.26039 4.30241 17.84877 0.34 -0.88 -0.75
H 7.77891 2.55412 14.60533 -0.46 0.60 -0.26
H 7.35501 2.40305 16.29919 -0.06 -0.11 -0.02
H 8.24767 3.81602 15.83307 0.25 -0.05 -0.35
C 7.88572 6.60011 24.14289 1.22 1.00 -0.07
O 6.51424 6.39226 24.17497 -3.19 0.65 -0.62
C 5.61420 7.32696 23.66457 0.55 1.37 -1.87
O 5.84534 8.51247 23.34244 -0.70 -4.02 1.38
O 4.43970 6.63140 23.43595 0.74 0.30 0.33
C 3.37879 7.17230 22.57850 1.43 1.31 0.03
H 8.17949 7.32687 24.90024 0.11 0.03 0.04
H 8.22293 6.96786 23.17379 -0.09 0.06 -0.09
H 8.38561 5.65113 24.33695 -0.32 -0.02 0.07
H 3.84142 7.56299 21.67217 0.05 -0.19 -0.13
H 2.92969 8.05545 23.03287 -0.23 -0.29 0.33
H 2.65140 6.41012 22.29908 0.34 -0.15 0.60
C 13.10530 5.12637 17.29587 0.31 -0.18 0.02
O 11.83832 5.63922 17.73430 -0.36 -0.05 0.06
C 11.02974 4.88215 18.48484 -1.08 -1.46 1.85
O 11.33082 3.85680 19.09988 -0.38 1.72 -1.49
O 9.79101 5.47074 18.53303 0.73 -0.31 -0.25
C 8.62729 4.87168 19.21425 0.52 -0.47 -0.35
H 13.75423 5.97316 17.07237 -0.37 0.15 0.04
H 12.97324 4.55022 16.38005 -0.13 -0.04 0.05
H 13.63703 4.51521 18.02514 -0.47 -0.04 0.24
H 7.84655 5.63202 19.23489 0.46 0.21 0.16
H 8.83708 4.44586 20.19546 0.38 0.44 0.03
H 8.19880 4.03866 18.65698 0.35 0.03 -0.39
Cl 9.00122 2.77670 23.36553 -0.82 -0.68 -0.50
C 7.61558 1.63157 23.28128 -0.10 0.09 1.24
Cl 6.04734 2.50108 23.32456 0.78 -0.36 0.01
Cl 7.73793 0.54374 24.73391 -0.16 0.37 -0.61
H 7.61487 0.96091 22.42202 0.34 0.61 0.07
Cl 2.55920 9.94033 18.86065 -0.19 -0.23 -0.42
C 2.96001 8.90758 17.45867 1.00 0.60 0.54
Cl 3.83331 9.89683 16.22878 -0.74 -0.47 0.39
Cl 1.58384 8.05973 16.80844 -0.24 0.23 -0.30
H 3.66120 8.17935 17.86625 -0.06 0.04 -0.25
C -0.88154 6.48299 19.73664 -0.33 0.96 -0.20
C 0.55266 6.35570 19.61093 1.08 -0.78 0.32
N 1.69920 6.24054 19.56822 -0.69 0.08 -0.03
H -1.40233 5.65643 20.22006 0.37 -0.07 -0.14
H -1.29442 6.69348 18.75008 -0.14 -0.23 0.00
H -1.03899 7.39282 20.31587 -0.23 -0.03 0.15
C 6.64257 8.25101 16.39376 0.87 -0.15 -0.01
C 6.97569 9.53791 17.03852 -1.73 -5.20 -2.63
N 7.20892 10.48672 17.56509 1.22 4.59 2.40
H 7.47352 7.57408 16.59221 0.05 -0.08 0.14
H 6.60337 8.33198 15.30748 -0.23 0.27 0.09
H 5.74666 7.75865 16.77195 0.04 0.42 0.10
C 4.54660 4.67243 20.61088 -0.62 -0.82 -0.33
C 5.07902 5.84972 20.02946 2.38 4.58 -2.05
N 5.52801 6.82294 19.52197 -1.62 -3.26 1.59
H 5.17288 4.27019 21.40716 -0.25 0.15 0.05
H 4.51346 3.97243 19.77600 0.04 -0.41 0.13
H 3.51194 4.88739 20.87804 0.15 -0.26 0.42
C 2.08504 1.52296 24.92986 0.70 -0.15 -0.06
C 2.50484 2.16044 23.69027 -0.78 -0.27 1.17
N 2.80563 2.70187 22.73826 0.47 0.62 -1.38
H 1.00003 1.48223 25.02574 0.18 -0.05 -0.04
H 2.54076 2.06269 25.76000 -0.22 0.05 0.05
H 2.54389 0.53434 24.91642 -0.35 -0.18 0.21
```
Positions in Å, forces in eV/Å.

The max |F| comes out at 6.1 eV/Å. As for the SMILES: COC(=O)OC.COC(=O)OC.COC(=O)OC.COC(=O)OC.ClC(Cl)Cl.ClC(Cl)Cl.CC#N.CC#N.CC#N.CC#N. The gap between HOMO and LUMO is 10.648 eV. The value obtained for the molecular weight is 763.3 g/mol.